# 1
Density functional theory data (ωB97M-V/def2-TZVPD) for C40H50AsBrClNO6P2S2Si3Ti as an isolated structure.

Structure (XYZ):
```
108
Properties=species:S:1:pos:R:3:forces:R:3
Ti -0.2650 0.1370 0.0263 -0.217 -0.246 -0.139
S -2.8949 1.9997 0.8672 0.062 0.017 0.129
P -1.4447 2.0305 2.3504 0.004 0.009 -0.090
C -0.3427 0.7650 2.1660 -0.039 -0.001 0.136
P -0.0227 -0.3485 3.4442 0.006 -0.033 -0.004
S 0.9641 -2.0107 3.0539 -0.020 0.031 -0.003
C -1.6107 -0.8516 4.2302 0.048 -0.039 0.049
C -1.9409 -0.6578 5.5673 -0.004 -0.013 -0.040
C -3.1497 -1.1274 6.0703 0.024 -0.027 0.007
C -4.0348 -1.7988 5.2415 0.002 -0.008 0.026
C -3.7104 -1.9942 3.9027 -0.015 0.024 -0.039
C -2.5102 -1.5224 3.3968 0.007 0.011 -0.002
C 0.8656 0.4545 4.8587 -0.017 0.019 0.006
C 1.0614 1.8252 4.9235 0.013 0.030 -0.009
C 1.7517 2.4084 5.9808 0.001 -0.006 0.013
C 2.2526 1.6148 7.0001 -0.005 0.014 -0.009
C 2.0729 0.2365 6.9437 0.001 -0.016 0.000
C 1.3969 -0.3372 5.8786 -0.019 -0.008 -0.001
C -2.4170 2.3067 3.8771 -0.043 -0.068 -0.041
C -3.6357 1.6429 4.0168 0.018 0.007 -0.006
C -4.4129 1.8324 5.1487 -0.023 0.044 -0.008
C -3.9805 2.6813 6.1576 -0.001 -0.011 -0.015
C -2.7727 3.3521 6.0230 0.002 -0.012 0.009
C -2.0006 3.1720 4.8847 0.015 0.022 0.031
C -0.6585 3.6800 2.1131 0.014 -0.010 -0.005
C -1.4393 4.8312 2.0237 0.010 0.011 -0.005
C -0.8462 6.0688 1.8397 -0.018 -0.004 -0.007
C 0.5371 6.1695 1.7269 0.013 0.003 -0.006
C 1.3191 5.0284 1.8018 0.003 -0.006 0.000
C 0.7194 3.7887 1.9968 -0.021 -0.021 0.027
H -1.2672 -0.1204 6.2227 0.024 0.005 0.010
H -3.4005 -0.9563 7.1114 0.002 0.002 0.000
H -4.9763 -2.1673 5.6340 0.000 0.002 -0.001
H -4.3959 -2.5137 3.2435 0.003 0.004 0.001
H -2.2696 -1.6626 2.3468 -0.008 0.011 0.013
H 0.6962 2.4480 4.1203 -0.003 -0.012 -0.018
H 1.9017 3.4823 5.9974 0.000 -0.001 0.003
H 2.7915 2.0616 7.8278 0.003 0.002 -0.003
H 2.4760 -0.3948 7.7274 -0.001 0.000 0.000
H 1.2891 -1.4125 5.8027 -0.006 0.000 0.009
H -3.9597 0.9601 3.2416 -0.002 -0.012 -0.007
H -5.3487 1.2966 5.2481 0.004 0.001 0.000
H -4.5809 2.8172 7.0496 -0.003 0.003 0.001
H -2.4273 4.0176 6.8053 -0.004 0.002 0.000
H -1.0705 3.7165 4.7821 -0.004 -0.013 -0.002
H -2.5177 4.7418 2.0771 -0.006 0.008 0.000
H -1.4624 6.9571 1.7661 -0.001 0.001 0.002
H 0.9991 7.1371 1.5683 0.002 0.001 0.003
H 2.3959 5.0935 1.6996 -0.011 0.000 0.001
H 1.3106 2.8831 2.0589 -0.061 0.063 0.070
O -3.2803 -2.6775 -1.2730 0.002 0.007 -0.038
Cl -2.9427 -1.1929 -1.0654 -0.076 0.064 -0.018
O -1.9510 -1.0383 0.1703 0.156 0.008 -0.040
O 0.7634 -1.1100 -0.1429 0.139 0.065 0.199
O -1.8274 1.6981 -0.2778 0.050 0.194 0.004
Br 3.0917 0.7163 1.7984 0.060 -0.031 -0.026
C 2.7005 1.8644 0.3563 0.000 0.041 0.022
C 3.6012 2.8714 0.0351 0.003 -0.046 0.010
C 3.3118 3.6791 -1.0504 -0.001 0.016 -0.028
C 2.1806 3.4174 -1.8041 -0.024 0.004 -0.008
C 1.3622 2.3705 -1.4190 0.044 0.046 -0.055
N 1.5859 1.6471 -0.3184 -0.041 -0.071 0.019
C 0.2518 1.8516 -2.3291 -0.045 0.008 -0.050
O 0.0061 2.4772 -3.3522 -0.007 -0.030 0.016
O -0.2123 0.7327 -1.9427 0.006 -0.058 -0.144
H 4.4964 2.9964 0.6264 0.003 0.000 -0.001
H 3.9858 4.4834 -1.3214 -0.003 0.002 -0.001
H 1.9181 3.9632 -2.6986 0.007 0.002 -0.002
C 5.4987 -5.3191 0.4024 0.001 -0.010 -0.005
Si 3.8212 -5.5826 -0.4265 0.011 0.047 0.051
C 2.8688 -6.7208 0.7365 -0.010 0.016 0.005
C 4.1652 -6.5237 -2.0275 -0.030 0.048 -0.032
As 2.7335 -3.5071 -0.4498 -0.018 -0.042 -0.089
Si 3.7401 -2.5042 -2.3078 0.048 0.005 -0.017
C 3.3194 -3.2116 -4.0058 -0.094 0.031 0.013
C 5.6217 -2.6413 -2.1596 -0.019 0.001 0.013
C 3.2880 -0.6907 -2.2489 -0.020 0.028 -0.009
Si 0.5834 -4.0297 -1.3496 0.001 -0.025 0.046
C -0.0502 -2.8311 -2.6388 0.061 0.013 0.028
C 0.6110 -5.6998 -2.2504 0.000 0.005 0.004
C -0.5285 -4.1403 0.1356 -0.020 -0.001 -0.016
H 6.0086 -6.2766 0.5515 0.005 0.003 0.007
H 5.3570 -4.8476 1.3773 0.000 -0.008 0.008
H 6.1521 -4.6712 -0.1844 -0.010 -0.013 -0.011
H 3.4209 -7.6490 0.9153 0.009 0.006 -0.008
H 1.8804 -6.9798 0.3554 -0.014 0.006 -0.015
H 2.7262 -6.2153 1.6946 -0.005 -0.012 0.003
H 4.6449 -7.4838 -1.8127 0.002 -0.002 0.020
H 4.8354 -5.9488 -2.6701 0.020 0.011 -0.032
H 3.2470 -6.7122 -2.5844 0.007 -0.018 -0.003
H 3.6299 -4.2541 -4.0852 0.026 -0.073 0.005
H 3.8311 -2.6416 -4.7879 0.018 0.012 0.014
H 2.2465 -3.1631 -4.2016 0.137 0.006 0.003
H 5.9621 -3.6682 -2.3149 -0.002 0.004 0.005
H 5.9645 -2.3145 -1.1754 0.000 0.006 -0.006
H 6.1003 -2.0116 -2.9162 -0.003 0.009 0.000
H 2.2160 -0.5349 -2.3829 -0.035 -0.046 -0.014
H 3.8304 -0.1180 -3.0084 0.001 -0.001 0.001
H 3.5286 -0.2946 -1.2597 0.057 0.000 -0.009
H 0.3634 -3.0254 -3.6322 -0.092 -0.012 0.087
H 0.1404 -1.7960 -2.3628 -0.018 0.032 -0.034
H -1.1357 -2.9720 -2.6796 -0.014 0.022 0.011
H 1.2551 -5.6509 -3.1325 -0.010 0.005 -0.006
H -0.4072 -5.9155 -2.5908 -0.003 0.002 0.000
H 0.9417 -6.5354 -1.6313 -0.002 0.004 0.019
H -0.4677 -3.2040 0.6934 0.006 -0.017 0.003
H -0.2257 -4.9545 0.7997 0.004 -0.028 -0.003
H -1.5665 -4.2758 -0.1790 0.004 -0.011 0.012
```
Forces are in eV/Å.

Results
net charge: -2
E_HOMO: -2.30 eV

=====

# 2
Density functional theory data (ωB97M-V/def2-TZVPD) for C40H50Br2IrN3O2S as an isolated structure.

Structure (XYZ):
```
99
Properties=species:S:1:pos:R:3:forces:R:3
Ir -0.5020 0.2563 -0.1987 -0.314 -0.618 0.335
C 3.7553 -0.5252 2.9197 0.019 -0.019 -0.016
C 2.7203 0.5490 2.5872 -0.043 0.063 0.009
C 2.4318 1.4041 3.8246 0.006 -0.061 0.020
C 3.1599 1.4556 1.4485 -0.093 -0.029 0.004
C 4.2993 2.2280 1.6504 -0.047 0.030 -0.037
C 4.6919 3.1647 0.7189 -0.050 -0.047 -0.014
C 3.8860 3.3817 -0.3843 -0.018 0.045 0.031
C 2.7332 2.6434 -0.6413 0.064 -0.057 0.092
C 1.8875 3.1997 -1.7726 -0.156 -0.139 -0.050
C 0.8273 4.1080 -1.1348 0.034 0.023 -0.049
C 1.3105 2.2042 -2.7782 0.340 0.118 0.083
C 2.4163 1.5928 0.2547 0.359 0.178 0.048
N 1.5222 0.5051 -0.0354 -0.309 -0.001 -0.679
C 2.1125 -0.7030 -0.0207 -0.004 0.225 -0.071
C 1.3234 -1.8311 0.1470 0.266 -0.013 0.053
N 0.0295 -1.5937 0.3525 -0.321 0.244 0.027
C -0.8932 -2.6071 0.6550 0.273 -0.258 0.095
C -0.4819 -3.7901 1.3247 0.011 0.053 -0.030
C -1.3096 -4.9047 1.2280 0.065 -0.001 0.046
C -2.5492 -4.8558 0.6202 -0.001 0.041 -0.006
C -3.0287 -3.6259 0.2059 -0.045 0.010 -0.049
C -2.2356 -2.4853 0.2419 -0.310 -0.077 -0.039
C -2.9453 -1.1606 0.0139 0.437 -0.232 0.076
C -3.5217 -0.6341 1.3211 -0.062 0.036 0.047
C -3.9498 -1.1558 -1.1272 -0.057 0.089 -0.037
C 0.6449 -3.9005 2.3636 -0.092 -0.014 0.060
C 0.8593 -2.6147 3.1622 0.066 -0.045 -0.068
C 1.9695 -4.5388 1.9310 0.020 -0.007 -0.007
H 3.3947 -1.1704 3.7211 -0.008 0.005 0.013
H 4.6895 -0.0757 3.2610 0.003 0.012 -0.027
H 3.9876 -1.1536 2.0575 0.002 -0.024 0.012
H 1.7738 0.0816 2.3095 0.096 0.021 0.048
H 3.3340 1.8973 4.1900 0.005 -0.005 0.000
H 2.0425 0.7765 4.6281 -0.005 0.015 0.001
H 1.6883 2.1685 3.6033 -0.003 0.029 0.004
H 4.8769 2.0866 2.5544 0.006 0.018 0.006
H 5.5938 3.7455 0.8579 -0.002 0.003 0.016
H 4.1539 4.1645 -1.0832 -0.006 0.012 -0.004
H 2.5536 3.8500 -2.3425 0.007 -0.010 -0.024
H 0.2392 3.5588 -0.4027 0.037 0.049 -0.025
H 0.1566 4.5353 -1.8842 0.008 -0.021 -0.013
H 1.3127 4.9281 -0.6048 0.000 0.015 -0.017
H 0.6600 1.4809 -2.3054 -0.072 -0.035 0.100
H 2.1217 1.6646 -3.2746 -0.022 -0.013 -0.010
H 0.7432 2.7448 -3.5380 -0.003 -0.019 -0.033
H 3.1921 -0.7389 -0.0900 -0.006 -0.107 0.007
H 1.7094 -2.8386 0.1576 0.040 0.054 -0.032
H -0.9858 -5.8215 1.7076 -0.009 -0.006 0.000
H -3.1707 -5.7385 0.5612 -0.008 0.001 -0.001
H -4.0515 -3.5443 -0.1347 -0.011 -0.032 0.002
H -2.1808 -0.4183 -0.3314 -0.203 0.346 -0.275
H -4.2542 -1.3461 1.7048 -0.012 -0.003 -0.029
H -4.0251 0.3228 1.1668 0.031 0.015 0.011
H -2.7412 -0.5113 2.0724 -0.009 0.004 0.001
H -4.8313 -1.7425 -0.8704 0.003 -0.009 0.013
H -3.5165 -1.5581 -2.0424 0.015 0.003 -0.004
H -4.2937 -0.1369 -1.3124 0.004 0.007 -0.002
H 0.2150 -4.6164 3.0699 0.000 0.026 0.004
H 1.4252 -1.8795 2.5955 -0.016 -0.011 0.066
H 1.4258 -2.8368 4.0678 -0.001 -0.019 0.003
H -0.0886 -2.1612 3.4546 -0.011 0.003 0.004
H 2.6564 -3.8274 1.4718 0.010 -0.006 -0.004
H 1.8115 -5.3706 1.2427 0.000 0.002 -0.006
H 2.4806 -4.9303 2.8114 0.001 -0.007 -0.005
C -2.0786 1.8742 -2.9737 0.009 0.106 0.025
C -2.1440 2.5891 -1.6588 -0.024 -0.161 -0.064
C -2.8928 3.7853 -1.5943 0.005 0.000 0.098
C -3.0956 4.4146 -0.4064 -0.002 -0.039 -0.064
C -2.5872 3.8468 0.7829 -0.006 0.089 -0.043
C -2.8161 4.3773 2.0712 -0.028 -0.019 0.069
Br -3.8159 5.9671 2.2990 0.042 -0.040 -0.019
C -2.3526 3.7220 3.1773 -0.028 0.048 -0.054
C -1.6254 2.5354 3.0386 0.046 -0.148 -0.033
Br -1.1226 1.5902 4.5844 -0.015 -0.018 0.040
C -1.3138 1.9951 1.8021 -0.084 0.180 0.113
O -0.6225 0.8803 1.6817 -0.137 0.057 -0.071
C -1.8311 2.6639 0.6561 0.019 0.075 0.024
N -1.5872 2.0751 -0.5749 0.158 0.030 0.272
H -2.2011 2.5832 -3.7911 -0.009 0.000 0.007
H -2.9010 1.1564 -3.0274 -0.017 -0.012 0.001
H -1.1579 1.3265 -3.1004 0.012 -0.020 0.003
H -3.3088 4.1803 -2.5101 0.007 0.011 -0.005
H -3.6689 5.3297 -0.3552 0.011 0.014 0.003
H -2.5575 4.1025 4.1677 0.004 0.003 0.003
O -0.5782 -0.5845 -2.1555 0.069 0.114 0.100
S 0.6273 -1.2588 -2.8385 0.022 -0.158 -0.146
C 0.2258 -1.0679 -4.6014 -0.038 0.008 0.073
C 0.2479 -2.4658 -5.2038 0.025 0.001 -0.066
C -0.4369 -3.3572 -4.1730 -0.024 -0.032 0.019
C 0.2352 -3.0382 -2.8429 0.019 0.070 0.085
H 0.9074 -0.3488 -5.0498 0.029 -0.017 0.002
H -0.7867 -0.6584 -4.5872 0.024 0.026 -0.033
H 1.2753 -2.7977 -5.3704 0.002 0.009 0.005
H -0.2538 -2.4704 -6.1709 -0.021 -0.013 0.018
H -0.3455 -4.4161 -4.4107 0.005 0.001 0.005
H -1.5018 -3.1215 -4.1188 0.006 0.014 -0.008
H 1.1828 -3.5643 -2.7165 0.016 0.014 -0.032
H -0.3805 -3.2006 -1.9570 0.003 -0.042 -0.003
```
Forces are in eV/Å.

Results
<S²>: 0.769
net charge: +1
E_HOMO (alpha / beta): -9.41 / -10.10 eV
multiplicity: 2

=====

no.,electronic energy (a.u.)
1,-10527.67154
2,-7519.32401